C29H41BrN9O3V as an isolated structure, computed with ωB97M-V/def2-TZVPD.

Values from the calculation:
- charge = +2
- E_tot (a.u.) = -5365.6326
- largest force on an atom (eV/Å) = 0.913
- HOMO level (alpha / beta) (eV) = -12.972 / -12.954
- relative energy (zero: lowest compared OMol25 entry of this formula, charge and spin) (kcal per mole) = 0.0
- spin multiplicity = 3

Last column: Löwdin charge in e.
Element x y z (Å)
Br1 0.54 -1.87 -3.68  0.8552
V1 -0.15 0.52 -0.24  1.0988
O1 -1.44 2.93 -2.57  0.2156
O2 -1.13 0.87 -1.88  -0.0973
O3 0.24 2.40 -1.31  -0.0495
N1 1.85 0.29 -2.52  0.0223
N2 -0.26 1.70 1.30  0.0043
N3 0.34 2.90 3.23  -0.1449
N4 1.96 1.84 1.98  -0.1039
N5 -1.87 -2.22 2.47  -0.1285
N6 -1.31 -0.67 0.79  -0.0100
N7 -0.81 2.14 -1.96  -0.4731
N8 1.21 -0.91 2.93  0.2200
N9 -0.27 -2.73 0.87  -0.1170
C1 -0.90 2.72 3.97  -0.0107
C2 -1.55 2.28 1.18  -0.2392
C3 0.40 -3.74 1.68  -0.0330
C4 3.50 0.77 -4.71  0.0094
C5 -2.44 -3.55 2.64  -0.0194
C6 3.11 -0.92 5.86  -0.0803
C7 1.06 4.13 3.55  -0.0258
C8 0.28 -2.51 -0.45  -0.0924
C9 -3.71 -0.74 0.48  -0.0063
C10 -4.97 -0.14 0.39  -0.0327
C11 1.81 -0.47 -3.60  -0.7184
C12 2.09 -1.86 5.20  -0.1996
C13 0.66 2.15 2.15  -0.3309
C14 -2.67 1.41 0.94  -0.0494
C15 1.59 -1.33 3.93  -0.1704
C16 -1.16 -1.87 1.38  -0.3820
C17 2.91 1.89 3.09  -0.0274
C18 -4.08 3.42 0.84  0.0022
C19 -2.35 -1.22 3.41  -0.0177
C20 4.47 2.81 -3.56  -0.0279
C21 2.52 1.14 0.83  -0.0317
C22 2.61 -0.28 -4.72  -0.0862
C23 -2.98 4.22 1.00  -0.0312
C24 3.56 1.61 -3.61  -0.2329
C25 -3.95 2.01 0.78  -0.1333
C26 -1.71 3.64 1.15  -0.0191
C27 -5.09 1.21 0.54  -0.0027
C28 -2.59 -0.02 0.78  -0.2319
C29 2.71 1.32 -2.56  -0.1083
H1 -0.84 4.27 1.24  0.1306
H2 0.18 -3.60 2.73  0.0782
H3 2.67 0.06 6.06  0.0764
H4 -2.23 -1.62 4.42  0.1047
H5 0.10 -4.75 1.38  0.1058
H6 -2.07 -4.03 3.55  0.1010
H7 3.48 0.96 3.10  0.0861
H8 2.38 1.98 4.03  0.0887
H9 -1.62 3.51 3.77  0.0986
H10 5.14 2.83 -4.42  0.0863
H11 4.14 0.94 -5.57  0.1320
H12 0.55 -3.47 -0.89  0.1011
H13 -5.06 3.85 0.73  0.1281
H14 -3.40 -0.98 3.26  0.1028
H15 -1.35 1.76 3.73  0.0795
H16 0.36 4.97 3.49  0.1027
H17 3.99 -0.79 5.24  0.0810
H18 -0.46 -2.06 -1.10  0.0381
H19 1.20 -1.90 -0.42  0.0863
H20 -3.52 -3.46 2.70  0.1047
H21 1.86 4.31 2.83  0.0972
H22 3.30 1.75 0.38  0.1125
H23 1.85 0.87 0.00  0.0191
H24 1.48 4.10 4.55  0.1013
H25 1.24 -2.02 5.86  0.1242
H26 -0.65 2.73 5.04  0.1065
H27 3.90 3.73 -3.55  0.0932
H28 -6.05 1.69 0.44  0.1273
H29 -3.61 -1.81 0.29  0.1292
H30 -3.08 5.29 1.00  0.1224
H31 3.43 -1.34 6.81  0.0875
H32 -2.19 -4.18 1.78  0.0953
H33 2.97 0.20 1.16  0.0980
H34 1.48 -3.64 1.53  0.0997
H35 -1.75 -0.32 3.33  0.0687
H36 3.61 2.73 2.98  0.1066
H37 2.71 1.98 -1.70  0.0918
H38 5.09 2.79 -2.66  0.0865
H39 2.52 -0.94 -5.57  0.1104
H40 2.54 -2.83 5.00  0.1264
H41 -5.84 -0.75 0.17  0.1210

---

C29H41Cl5P2Pd as an isolated structure at a distorted geometry, computed with ωB97M-V/def2-TZVPD.

Values from the calculation:
- charge = +2
- E_tot (a.u.) = -4240.1263
- largest force on an atom (eV/Å) = 3.438
- HOMO level (alpha / beta) (eV) = -11.882 / -12.071
- relative energy (zero: lowest compared OMol25 entry of this formula, charge and spin) (kcal per mole) = 113.0
- spin multiplicity = 5

Last column: Löwdin charge in e.
Element x y z (Å)
Pd1 1.64 -0.09 -3.04  0.3364
Cl1 -0.60 -5.71 2.76  0.8239
Cl2 -2.91 -2.87 6.67  0.8488
Cl3 -0.44 -3.05 0.95  0.8450
Cl4 -2.71 -0.23 4.86  0.8627
Cl5 -1.92 -5.58 5.52  0.7684
P1 2.24 -1.40 -0.61  0.8657
P2 -0.09 -2.05 -2.84  0.9450
C1 1.81 -4.76 -4.03  -0.1665
C2 -1.91 1.42 -1.87  -0.0348
C3 -2.22 -1.74 4.25  -0.6255
C4 2.97 -2.33 0.75  -0.2931
C5 -0.76 1.10 -0.99  -0.1915
C6 3.19 -5.07 -3.41  -0.1675
C7 -0.93 0.65 0.33  -0.1890
C8 -1.69 -2.74 -2.20  -0.2530
C9 -2.28 -2.90 5.08  -0.6089
C10 -2.15 0.18 1.05  -0.0085
C11 0.72 1.41 -1.29  -0.2585
C12 -1.74 -1.86 2.97  -0.0875
C13 0.37 0.71 2.52  -0.0115
C14 -1.21 -3.03 2.52  -0.5581
C15 0.32 0.83 1.03  -0.2047
C16 2.44 2.11 0.70  -0.0328
C17 -1.22 -4.22 3.29  -0.6411
C18 1.26 1.40 0.15  -0.2308
C19 2.35 -2.36 -4.72  -0.1316
C20 3.65 -4.05 -2.44  -0.1503
C21 -0.58 -1.26 -4.48  -0.2466
C22 1.37 -2.64 -1.72  -0.5210
C23 3.74 -2.68 -5.14  -0.1634
C24 3.79 -0.69 -1.38  -0.2622
C25 1.47 -3.35 -4.44  -0.2231
C26 4.45 -3.01 -2.74  -0.1729
C27 4.81 -2.47 -4.06  -0.1780
C28 -1.80 -4.15 4.58  -0.6725
C29 0.91 2.77 -1.99  -0.0945
H1 3.52 -1.67 1.42  0.0560
H2 5.18 -2.72 -1.97  0.1101
H3 0.47 2.75 -3.02  0.0756
H4 2.95 1.40 1.37  0.0883
H5 1.99 3.00 -2.11  0.0756
H6 -0.07 1.56 3.08  0.1171
H7 -2.61 0.57 -1.84  0.0802
H8 -1.57 1.54 -2.90  0.0691
H9 1.13 -3.63 -1.30  0.0434
H10 3.62 -3.11 0.40  0.0306
H11 -2.87 -0.26 0.36  0.0951
H12 4.05 0.35 -1.05  0.0573
H13 1.73 -5.44 -4.89  0.1340
H14 -2.58 -2.22 -2.61  0.0563
H15 4.67 -1.35 -1.11  0.0443
H16 3.54 -4.35 -1.39  0.1073
H17 -0.18 -0.18 2.85  0.0401
H18 -2.48 2.34 -1.61  0.1186
H19 1.40 0.57 2.86  0.0838
H20 -1.88 -0.62 1.83  0.0225
H21 4.03 -2.02 -5.97  0.1314
H22 3.56 -0.70 -2.48  0.0060
H23 3.81 -3.72 -5.53  0.1226
H24 2.03 -1.34 -4.91  0.0721
H25 -1.77 -3.79 -2.54  0.0553
H26 2.23 3.02 1.33  0.1233
H27 -1.44 -0.59 -4.31  0.0471
H28 -0.87 -1.97 -5.27  0.0663
H29 0.23 -0.59 -4.84  0.0266
H30 2.12 -2.77 -2.50  -0.0407
H31 -1.76 -2.74 -1.10  -0.0325
H32 -2.61 1.04 1.58  0.1214
H33 0.44 3.61 -1.39  0.1069
H34 1.01 -5.10 -3.34  0.1157
H35 5.72 -2.95 -4.44  0.1363
H36 3.17 2.43 -0.08  0.0849
H37 2.16 -2.76 1.34  -0.0116
H38 3.07 -6.03 -2.88  0.1313
H39 3.94 -5.23 -4.22  0.1265
H40 0.41 -3.33 -4.69  0.0687
H41 5.07 -1.39 -3.95  0.1201

---

C29H41F5P2PmS as an isolated structure at a distorted geometry, computed with ωB97M-V/def2-TZVPD.

Values from the calculation:
- charge = +1
- E_tot (a.u.) = -3317.8908
- largest force on an atom (eV/Å) = 2.613
- HOMO level (alpha / beta) (eV) = -9.211 / -9.170
- spin multiplicity = 5

Last column: Löwdin charge in e.
Element x y z (Å)
Pm1 0.05 1.58 0.53  1.4484
S1 -0.34 3.65 2.24  0.6118
P1 -1.66 0.77 -1.42  0.6569
P2 -3.49 -1.56 -1.22  0.9423
F1 1.63 4.80 4.19  0.0865
F2 -0.34 0.66 2.72  -0.1097
F3 2.50 0.77 6.55  0.1313
F4 0.86 -0.62 4.81  0.1112
F5 2.91 3.45 6.19  0.1308
C1 0.54 -4.29 -0.60  -0.0910
C2 -1.90 2.59 -0.92  -0.3727
C3 0.06 -3.85 -1.95  -0.1686
C4 -1.01 -2.79 0.64  -0.1951
C5 2.89 3.84 0.78  -0.0419
C6 2.04 2.80 5.39  -0.1225
C7 1.87 3.05 -2.12  -0.0453
C8 2.59 2.47 0.30  -0.3405
C9 2.86 1.27 1.03  -0.2895
C10 0.00 -3.89 0.56  -0.0922
C11 -1.96 -2.18 -2.09  -0.3875
C12 -0.59 -1.45 -0.01  -0.2425
C13 -1.47 -3.64 -2.12  -0.1562
C14 0.35 1.42 3.71  -0.1813
C15 2.26 0.68 -1.12  -0.2792
C16 1.85 1.42 5.58  -0.1192
C17 0.49 2.81 3.51  -0.5742
C18 -3.38 0.21 -1.01  -0.3797
C19 -4.71 -1.92 -2.51  -0.1751
C20 2.63 0.17 0.16  -0.2802
C21 1.38 3.48 4.38  -0.2185
C22 -1.85 0.97 -3.23  -0.2049
C23 3.52 1.21 2.35  -0.0221
C24 2.16 2.10 -1.01  -0.3613
C25 2.26 -0.08 -2.39  -0.0408
C26 -0.96 -1.26 -1.49  -0.4512
C27 2.92 -1.26 0.50  -0.0453
C28 -4.26 -2.29 0.23  -0.1518
C29 1.00 0.73 4.71  -0.1411
H1 1.36 -5.03 -0.62  0.1138
H2 3.90 3.86 1.22  0.0991
H3 -4.62 -1.20 -3.34  0.0657
H4 -3.77 -3.20 0.60  0.0628
H5 0.50 -1.31 0.11  0.0839
H6 0.62 -2.97 -2.29  0.1026
H7 -2.91 1.11 -3.51  0.0539
H8 2.52 -1.13 -2.25  0.0787
H9 3.33 0.25 2.84  0.0848
H10 -2.02 -4.28 -1.42  0.1146
H11 1.03 3.72 -1.89  0.0706
H12 2.99 0.34 -3.11  0.0994
H13 -1.24 -2.58 1.70  0.1233
H14 2.54 -1.94 -0.27  0.0613
H15 2.74 3.69 -2.32  0.0975
H16 -1.10 -0.67 0.63  0.0406
H17 -5.70 -1.86 -2.05  0.0616
H18 -4.12 0.71 -1.66  0.0840
H19 -4.33 -1.54 1.02  0.0724
H20 -3.64 0.45 0.04  0.0778
H21 -1.44 0.13 -3.80  0.0511
H22 -4.54 -2.94 -2.88  0.0769
H23 -1.73 -4.03 -3.11  0.1115
H24 4.00 -1.45 0.60  0.1027
H25 -5.28 -2.56 -0.07  0.0635
H26 2.20 4.18 1.56  0.0301
H27 1.28 -0.04 -2.89  0.0579
H28 0.35 -4.63 -2.67  0.1209
H29 -1.31 1.87 -3.54  0.0554
H30 3.17 2.01 3.01  0.0665
H31 0.22 -4.39 1.51  0.1130
H32 -1.95 -3.11 0.19  0.0411
H33 -2.17 -1.89 -3.13  0.1165
H34 -1.10 3.24 -1.29  0.0326
H35 1.63 2.51 -3.05  0.0806
H36 -2.10 2.77 0.16  -0.0040
H37 2.86 4.56 -0.04  0.0862
H38 2.46 -1.54 1.46  0.0862
H39 -0.09 -1.09 -2.14  0.0601
H40 4.62 1.32 2.26  0.1087
H41 -2.83 2.83 -1.45  0.0561

---

C29H41N5P2S2Sc as an isolated structure, computed with ωB97M-V/def2-TZVPD.

Values from the calculation:
- charge = +1
- E_tot (a.u.) = -3643.1760
- largest force on an atom (eV/Å) = 0.992
- HOMO level (eV) = -10.071
- relative energy (zero: lowest compared OMol25 entry of this formula, charge and spin) (kcal per mole) = 0.0
- spin multiplicity = 1

Last column: Löwdin charge in e.
Element x y z (Å)
Sc1 0.89 0.39 0.05  0.6304
S1 -2.79 2.65 0.09  0.9830
S2 0.19 3.05 0.41  0.6277
P1 0.42 0.09 -2.56  1.0365
P2 0.58 -0.23 2.62  1.0257
N1 5.28 0.17 -0.16  0.1300
N2 6.83 -1.47 0.87  0.1308
N3 -1.64 4.91 0.06  -0.0374
N4 2.90 0.62 -0.14  -0.0022
N5 -0.53 -1.15 -0.03  -0.1127
C1 2.88 0.78 3.70  -0.1031
C2 1.85 -2.25 -2.49  -0.1061
C3 0.04 1.43 -3.77  -0.5413
C4 3.00 -1.57 2.77  -0.0910
C5 4.06 0.36 -0.12  -0.3243
C6 -0.49 -2.17 0.96  -0.2971
C7 -2.70 -1.89 -0.90  -0.0339
C8 2.15 -0.55 3.52  -0.5374
C9 -3.58 -2.06 -1.96  -0.0593
C10 -0.51 0.15 5.21  -0.0965
C11 -3.01 5.28 -0.31  -0.1853
C12 -1.98 0.54 3.19  -0.1149
C13 -0.57 0.64 3.77  -0.5360
C14 -1.12 -0.84 -2.38  -0.3088
C15 -2.03 -1.02 -3.44  -0.0921
C16 -0.76 -4.49 1.63  -0.0543
C17 -0.77 -3.51 0.66  -0.0311
C18 -0.43 -4.18 2.95  -0.0700
C19 1.26 -1.42 -4.80  -0.0944
C20 -3.25 -1.64 -3.24  -0.0741
C21 -0.08 -2.88 3.25  -0.0927
C22 -0.09 -1.88 2.28  -0.3156
C23 -1.44 -1.31 -1.10  -0.3108
C24 1.33 2.23 -4.02  -0.1013
C25 1.64 -1.02 -3.38  -0.5330
C26 -3.88 4.11 0.14  -0.3753
C27 6.09 -0.72 0.41  -0.3395
C28 -1.08 2.33 -3.26  -0.1134
C29 -1.37 3.63 0.19  -1.1072
H1 -1.26 3.13 -3.97  0.0900
H2 4.03 -1.55 3.15  0.0907
H3 0.94 -2.87 -2.47  0.0832
H4 -0.99 -5.51 1.35  0.1136
H5 2.09 -1.98 -1.46  0.0491
H6 -0.88 5.58 0.02  0.1527
H7 2.02 -2.09 -5.20  0.0898
H8 -0.27 0.96 -4.70  0.0972
H9 -0.80 2.79 -2.31  0.0250
H10 -3.07 5.43 -1.39  0.1279
H11 3.05 -1.36 1.70  0.0455
H12 2.29 1.51 4.26  0.0731
H13 -0.43 -4.95 3.71  0.1099
H14 -2.01 1.79 -3.11  0.0670
H15 -2.98 -2.22 0.09  0.1212
H16 1.90 -0.95 4.51  0.0987
H17 2.66 -2.86 -2.88  0.0908
H18 -4.55 -2.52 -1.77  0.1119
H19 -1.22 0.73 5.81  0.0883
H20 1.74 2.61 -3.08  0.0776
H21 0.48 0.27 5.65  0.0714
H22 0.24 -2.64 4.26  0.1042
H23 -3.30 6.20 0.18  0.1297
H24 1.18 -0.56 -5.47  0.0714
H25 2.62 -2.59 2.89  0.0767
H26 1.11 3.09 -4.65  0.0864
H27 -0.25 1.68 3.73  0.1021
H28 0.31 -1.96 -4.81  0.0780
H29 -1.77 -0.65 -4.43  0.1055
H30 -4.73 3.95 -0.53  0.0875
H31 -1.01 -3.78 -0.36  0.1183
H32 -3.93 -1.78 -4.07  0.1079
H33 -2.66 1.20 3.73  0.0872
H34 3.82 0.63 4.25  0.0896
H35 2.57 -0.44 -3.39  0.1065
H36 2.10 1.64 -4.51  0.0730
H37 -0.81 -0.90 5.29  0.0759
H38 3.13 1.23 2.74  0.0632
H39 -2.01 0.82 2.13  0.0181
H40 -4.24 4.24 1.15  0.0867
H41 -2.36 -0.48 3.28  0.0855

---

Which value of E_tot does entry 2 give?
-4240.1263 a.u.